{
  "formula": "C6H12NPS3",
  "method": "the ωB97M-V functional and the def2-TZVPD basis",
  "species": ["S", "S", "S", "P", "N", "C", "C", "C", "C", "C", "C", "H", "H", "H", "H", "H", "H", "H", "H", "H", "H", "H", "H"],
  "positions_angstrom": [[0.8107, -2.6960, 0.5315], [-1.5792, -1.4880, -1.5942], [3.2428, -1.4657, 1.0290], [-0.7001, 0.0908, -0.8103], [1.3863, -0.0289, -0.1531], [2.4700, -3.1049, 1.3404], [-1.5228, 0.9115, 0.6809], [-0.2875, 1.4257, -2.0219], [1.7075, -1.1444, 0.2562], [-2.0345, -0.3092, 1.5218], [0.2710, 2.6441, -1.3747], [1.1194, 2.3834, -0.8687], [-3.0896, -0.2784, 1.8937], [0.2969, 3.4056, -2.0568], [0.3442, 0.9943, -2.8442], [-1.0604, 1.6180, -2.6669], [2.9388, -4.0159, 0.8751], [-0.3528, 3.1650, -0.6557], [-2.2779, 1.3937, 0.1484], [-0.6265, 1.4625, 1.1400], [-2.0065, -1.2601, 0.8498], [2.2857, -3.3372, 2.3480], [-1.3355, -0.3662, 2.4319]],
  "e_above_lowest_kj_mol": 117.9,
  "homo_energy_ev": -8.474,
  "gap_ev": 8.551,
  "e_tot_ha": -1826.4210
}